{
  "formula": "C5H9N3O",
  "method": "wB97M-V/def2-TZVPD",
  "e_above_lowest_ev": 1.8883,
  "smiles": "[H]/N=C(C)\\C(O)=N\\[H].CC#N",
  "total_energy_ha": -435.3883,
  "gap_ev": 10.5,
  "species": ["O", "N", "N", "N", "C", "C", "C", "C", "C", "H", "H", "H", "H", "H", "H", "H", "H", "H"],
  "positions_angstrom": [[-2.280549, -1.139876, -0.086933], [-0.009823, -1.353928, 0.152420], [1.427690, -1.672981, -2.168099], [-0.100084, 1.545938, -0.561203], [1.876917, -1.113512, -1.263373], [-1.032682, -0.630174, 0.060384], [-1.732914, 1.527581, 1.185637], [2.664084, -0.452536, -0.250385], [-0.888285, 0.860883, 0.141692], [3.577355, -0.063689, -0.699579], [2.905646, -1.173255, 0.531074], [-2.773922, 1.577557, 0.863015], [-1.695628, 0.968774, 2.119594], [-1.373007, 2.539853, 1.344225], [0.419578, 1.013062, -1.256296], [-0.134668, -2.347232, -0.111487], [-2.946231, -0.449140, -0.194479], [2.096524, 0.362675, 0.193793]],
  "forces_ev_per_angstrom": [[-0.223, 0.046, -0.177], [-0.338, -0.394, 0.009], [0.270, 0.372, 0.313], [0.148, 0.349, -0.225], [0.351, -0.654, -1.509], [0.265, -0.523, -0.063], [0.003, 0.125, 0.020], [0.200, 0.242, 0.405], [-0.244, 0.027, 0.505], [0.023, -0.038, 0.040], [0.030, 0.101, -0.007], [-0.108, 0.020, 0.047], [-0.049, -0.024, 0.062], [-0.036, 0.041, -0.017], [-0.148, -0.320, 0.062], [-0.335, 0.651, 0.540], [0.123, 0.008, -0.041], [0.066, -0.028, 0.035]]
}

{
  "formula": "C3H7S",
  "method": "wB97M-V/def2-TZVPD",
  "spin_multiplicity": 2,
  "e_above_lowest_ev": 1.4313,
  "total_charge": -2,
  "total_energy_ha": -516.4918,
  "gap_ev": [2.1, 6.6],
  "species": ["S", "C", "C", "C", "H", "H", "H", "H", "H", "H", "H"],
  "positions_angstrom": [[-3.181333, -0.908168, -0.314874], [1.311258, 0.389953, 0.299571], [0.942246, 1.628601, 0.062788], [0.458803, -0.840539, 0.027190], [0.671815, -1.277591, -0.919285], [0.802593, -1.558734, 0.783787], [1.522015, 2.468530, 0.415765], [-4.039368, -1.502370, -1.156600], [0.020250, 1.854187, -0.458533], [-0.586017, -0.559628, 0.202849], [2.077738, 0.305761, 1.057339]],
  "forces_ev_per_angstrom": [[-0.384, -0.041, 0.019], [1.450, -3.965, 0.741], [-1.631, 4.019, -1.176], [1.075, 1.426, 2.008], [-0.397, -0.410, -1.252], [-0.458, -0.282, -0.090], [0.126, 0.318, 0.013], [-0.140, -0.097, -0.102], [-0.159, 0.204, -0.132], [-0.038, -0.630, -0.441], [0.556, -0.543, 0.412]]
}

{
  "formula": "C28H50I3N5O18S4",
  "method": "wB97M-V/def2-TZVPD",
  "e_above_lowest_ev": 0.0000,
  "total_energy_ha": -5210.6975,
  "gap_ev": 8.4,
  "species": ["I", "I", "I", "S", "S", "S", "S", "O", "O", "O", "O", "O", "O", "O", "O", "O", "O", "O", "O", "O", "O", "O", "O", "O", "O", "N", "N", "N", "N", "N", "C", "C", "C", "C", "C", "C", "C", "C", "C", "C", "C", "C", "C", "C", "C", "C", "C", "C", "C", "C", "C", "C", "C", "C", "C", "C", "C", "C", "H", "H", "H", "H", "H", "H", "H", "H", "H", "H", "H", "H", "H", "H", "H", "H", "H", "H", "H", "H", "H", "H", "H", "H", "H", "H", "H", "H", "H", "H", "H", "H", "H", "H", "H", "H", "H", "H", "H", "H", "H", "H", "H", "H", "H", "H", "H", "H", "H", "H"],
  "positions_angstrom": [[-3.534667, -0.310090, 5.393041], [-6.005179, 2.637346, -2.888289], [-4.408472, 1.248172, 2.627407], [4.970512, 4.732276, -3.317719], [4.028105, 3.371409, 1.024256], [-5.350831, -7.665035, 0.344550], [8.002786, 0.341713, -3.246817], [-0.217772, 3.903305, 5.364897], [4.943538, 3.446415, -4.264533], [3.378253, 2.340225, 1.758498], [5.414313, 2.789622, 0.505244], [3.361038, 4.065747, -0.010314], [-4.160775, -6.736784, 0.877273], [4.022921, 5.686159, -3.766875], [6.611665, -0.421223, -3.350521], [-6.333732, -7.453757, 1.583547], [4.634004, 4.451746, 2.036151], [-5.942690, -7.075391, -0.799841], [8.060566, 1.367513, -4.232587], [6.427313, 5.250006, -3.722101], [8.928794, -0.860411, -3.727984], [0.851129, 2.551172, 3.942903], [8.258148, 0.644526, -1.887260], [4.972182, 4.275104, -1.974569], [-4.885651, -9.005248, 0.321014], [-5.357816, -2.543092, 2.804104], [-1.534698, -3.178769, 1.416209], [-4.196322, -2.133292, -2.738332], [-2.259344, -2.960929, -1.716615], [-4.204690, -4.374579, -2.143385], [-6.371615, 0.870323, -1.750453], [7.141193, 4.201132, -4.403693], [6.023477, 4.176392, 2.266963], [0.132553, 2.475806, 0.457290], [-2.163030, -0.258553, -0.141113], [1.884348, 4.634575, 4.531452], [6.506004, 3.603375, 0.947929], [-4.580192, -6.000155, 2.038585], [6.766141, -1.624115, -4.120951], [-2.966798, -0.998791, 0.987854], [-5.615757, -6.888876, 2.691559], [-5.130480, 0.504130, -0.936736], [0.723442, 3.692139, 4.663922], [-3.708136, -3.026067, -1.718868], [-1.112086, -1.144619, 3.946677], [-2.885806, -0.225272, 2.362022], [-4.370041, -1.611756, 0.549509], [8.173877, -2.081925, -3.797439], [-2.605642, -1.124720, 3.613995], [-0.221078, 2.335595, 2.991424], [-2.136026, -2.213185, 1.227723], [0.350070, 1.657687, 1.745799], [-0.677539, 1.769015, -0.632699], [-4.978021, -2.132387, 1.804914], [-4.308284, -2.928599, -0.302422], [6.064608, 3.456306, -5.160661], [-5.481328, -0.665928, -0.019940], [-2.077128, 1.281065, -0.171749], [1.111098, 2.692714, 0.023265], [-6.639989, 0.093414, -2.462126], [1.582985, 5.597264, 4.934797], [6.534516, 5.092554, 2.547881], [-7.212764, 1.093304, -1.099230], [-0.645116, 3.312906, 2.753416], [1.424080, 1.582067, 1.919075], [-3.563250, -1.380615, -2.958256], [6.354019, 2.441580, -5.404674], [-5.014949, -5.053350, 1.717809], [-2.783934, 1.693527, -0.888033], [8.226146, -2.577141, -2.827009], [-1.985055, 0.378395, 2.291533], [-0.942956, -1.916659, 4.698448], [-5.143026, -1.820919, -2.599360], [-1.862000, -3.671398, -1.118251], [-0.098426, 0.951919, -1.071673], [-0.323942, 3.447334, 0.657873], [7.396823, 2.990498, 1.053624], [-3.769949, -5.084531, -1.556624], [-0.811085, 2.501586, -1.432356], [-6.052023, -0.255693, 0.811755], [-6.296378, -6.340753, 3.336007], [-3.865614, -3.734917, 0.282510], [2.707616, 4.255261, 5.140010], [7.895811, 4.628661, -5.057592], [-0.024964, 0.638025, 1.630881], [-3.051097, -2.108424, 3.564407], [5.775815, 3.987068, -6.070538], [-1.143976, -0.639810, -0.132050], [-1.012782, 1.769617, 3.488161], [-5.348331, -3.233205, -0.426991], [2.224960, 4.728316, 3.503625], [-1.912122, -3.045906, -2.663191], [-4.887226, 1.381446, -0.340101], [6.104006, 3.447211, 3.075668], [-2.282656, 1.774178, 0.778401], [-3.724889, -5.805244, 2.679994], [-4.325237, 0.311929, -1.638503], [-0.515810, -1.437300, 3.081998], [-2.562259, -0.572464, -1.099474], [-5.153078, -7.701867, 3.254410], [7.618783, 3.570915, -3.658168], [6.680004, 4.382116, 0.203430], [6.005237, -2.342376, -3.831729], [-3.807272, -4.528402, -3.066048], [8.595950, -2.728102, -4.561359], [-0.778441, -0.201671, 4.372432], [6.654990, -1.376748, -5.178099], [-6.201643, -1.302740, -0.542209]],
  "forces_ev_per_angstrom": [[0.185, -0.647, 0.666], [-0.036, 0.012, -0.064], [-0.207, 0.396, -0.720], [0.078, -0.078, -0.046], [0.186, -0.006, -0.019], [-0.009, 0.001, 0.106], [-0.002, -0.047, 0.026], [-0.710, 0.207, 0.197], [0.113, -0.065, 0.086], [0.150, 0.080, -0.088], [0.007, -0.171, 0.197], [-0.489, -0.037, 0.402], [0.023, -0.104, 0.090], [-0.002, 0.044, 0.077], [0.026, -0.102, 0.148], [-0.041, 0.206, -0.068], [0.078, 0.085, -0.119], [-0.040, -0.061, -0.048], [0.158, -0.182, 0.041], [-0.134, 0.054, -0.255], [-0.056, 0.022, -0.185], [0.248, 0.107, -0.569], [-0.039, 0.095, 0.014], [0.264, 0.136, -0.295], [0.040, 0.004, -0.072], [-0.382, -0.325, 0.302], [-0.235, 0.449, -0.108], [0.278, 0.164, -0.028], [-0.091, 0.831, 0.163], [0.352, 0.247, 0.026], [0.263, -0.024, 0.198], [0.141, -0.203, 0.237], [0.110, -0.260, 0.168], [0.364, -0.475, -0.444], [-0.447, 0.679, -0.169], [0.076, -0.010, 0.250], [0.133, 0.344, -0.151], [-0.154, 0.340, 0.067], [0.044, -0.015, -0.336], [0.645, -0.540, -0.021], [0.258, -0.230, 0.214], [-0.582, 0.241, -0.198], [0.357, -0.113, 0.094], [-0.178, -1.570, -0.364], [-0.143, -0.765, 0.037], [0.216, -0.384, 0.101], [-0.590, -0.136, 0.367], [-0.094, -0.201, 0.245], [-0.223, 1.015, 0.523], [-0.154, -0.149, 0.329], [0.034, -0.523, 0.087], [0.048, 0.427, 0.140], [-0.218, 0.321, 0.034], [0.569, 0.333, -0.311], [-0.025, 0.372, -0.178], [-0.018, 0.281, -0.395], [0.026, 0.189, -0.196], [0.628, 0.271, -0.187], [-0.028, 0.164, 0.047], [-0.099, 0.026, -0.009], [0.041, 0.038, -0.028], [-0.158, 0.107, -0.053], [-0.086, -0.022, -0.087], [-0.032, -0.026, -0.087], [-0.237, -0.165, -0.003], [-0.107, 0.166, 0.206], [-0.116, -0.084, 0.163], [-0.037, -0.007, 0.036], [-0.239, -0.121, 0.163], [-0.026, 0.000, -0.001], [-0.153, 0.120, -0.174], [0.049, 0.062, 0.054], [-0.022, 0.005, -0.061], [0.085, -0.038, -0.061], [-0.015, -0.069, 0.084], [-0.073, -0.049, 0.164], [-0.107, -0.165, -0.036], [-0.223, -0.030, 0.118], [0.021, -0.099, -0.100], [0.088, 0.041, 0.024], [-0.162, -0.004, -0.164], [0.204, 0.133, 0.059], [0.073, -0.041, -0.111], [-0.083, 0.217, 0.045], [-0.061, 0.015, 0.037], [0.064, -0.028, -0.222], [0.002, 0.029, 0.022], [-0.021, -0.092, 0.172], [0.019, -0.008, -0.005], [-0.022, 0.063, 0.004], [0.000, -0.079, -0.023], [0.048, -0.224, 0.008], [0.310, -0.105, 0.017], [0.027, -0.003, -0.012], [-0.138, -0.174, 0.044], [0.121, -0.099, -0.132], [0.095, -0.090, 0.138], [0.042, 0.216, -0.051], [0.088, -0.251, 0.038], [0.018, 0.019, 0.006], [0.010, -0.045, -0.032], [-0.022, 0.013, 0.015], [-0.054, 0.119, 0.162], [-0.242, 0.020, -0.113], [0.121, 0.148, -0.060], [0.061, 0.073, -0.199], [0.014, -0.026, -0.004], [0.159, -0.186, 0.004]]
}